Below is a molecular structure, C35H31BrCdCl2N14OP, with properties calculated with wB97M-V/def2-TZVPD.

E_LUMO	2.076	eV
energy above the lowest of the compared OMol25 structures with the same formula, charge and spin	47.7	kJ/mol
HOMO-LUMO gap	4.4	eV
total charge	-1
electronic energy	-6197.63254	Ha

Structure (XYZ):
```
86
Properties=species:S:1:pos:R:3:forces:R:3
Cd -0.42761 -0.79606 -1.11154 0.59 -0.15 -0.46
C -1.42050 5.04419 1.97218 0.01 0.14 -0.07
N -1.49421 3.60706 1.84202 0.08 -0.12 -0.07
C -2.42258 2.78212 2.41685 -0.07 -0.05 -0.04
C -2.13322 1.51846 1.97668 -0.22 0.16 0.03
N -1.05371 1.54913 1.14955 0.09 -0.06 -0.13
C -0.68695 2.80619 1.07035 0.07 0.21 0.09
P 0.62782 3.52740 0.03388 -0.18 -0.49 -0.14
C 0.07196 2.92337 -1.58189 -0.12 0.11 -0.07
N -0.32272 1.70613 -1.89061 0.39 0.14 0.03
C -0.71171 1.74265 -3.19313 -0.23 -0.07 -0.08
C -0.56828 3.01079 -3.68169 -0.04 -0.02 -0.05
N -0.07332 3.76558 -2.65369 0.17 -0.10 0.14
C 0.17900 5.18707 -2.68658 -0.07 0.11 0.07
C 2.01533 2.39476 0.35280 0.17 0.16 0.06
N 2.24709 1.18166 -0.09985 -0.24 0.06 0.03
C 3.46738 0.82966 0.38821 -0.01 -0.09 0.15
C 3.99230 1.83777 1.14041 0.04 0.05 0.12
N 3.06584 2.84223 1.11573 -0.06 -0.06 -0.08
C 3.18430 4.12663 1.76726 -0.02 0.09 0.03
H -2.17319 5.37861 2.68263 -0.01 -0.05 0.01
H -0.43764 5.35596 2.32647 -0.02 -0.02 0.02
H -1.60347 5.52905 1.01240 -0.03 0.01 0.03
H -3.21072 3.15852 3.04671 0.03 0.02 0.02
H -2.64928 0.60054 2.20624 0.02 0.04 -0.04
H -1.08743 0.85238 -3.66920 -0.04 0.02 0.00
H -0.76880 3.44037 -4.64853 -0.02 -0.01 0.01
H 0.29445 5.51141 -3.71857 0.02 -0.06 -0.01
H -0.64969 5.73992 -2.23787 0.03 0.02 -0.02
H 1.08926 5.42039 -2.13776 0.00 0.01 -0.04
H 3.89864 -0.13323 0.18435 0.01 0.03 0.05
H 4.91959 1.93235 1.67950 -0.01 0.00 0.00
H 4.15908 4.18949 2.24583 0.00 -0.02 0.00
H 3.09217 4.93612 1.04338 0.02 -0.01 0.01
H 2.41074 4.25374 2.52664 0.04 -0.01 0.01
Br 6.51873 1.11143 -3.20775 -0.08 -0.07 -0.01
C 4.72128 0.45020 -3.16815 0.28 0.07 0.10
C 3.77004 1.01745 -4.02795 -0.11 -0.10 0.11
C 2.47709 0.57868 -3.97653 -0.04 0.04 -0.09
C 2.02960 -0.43270 -3.05557 0.23 -0.11 -0.11
O 0.83985 -0.85028 -3.08074 -0.08 0.24 0.17
C 3.04739 -0.98347 -2.19635 -0.04 0.16 -0.34
C 2.75097 -2.03961 -1.28365 0.07 -0.38 0.08
N 1.58518 -2.33220 -0.83562 -0.26 0.86 -0.09
C 1.39447 -3.40349 0.02052 0.14 -0.54 0.59
C 2.29129 -3.80304 0.99357 -0.08 0.35 -0.43
C 1.99230 -4.85589 1.86425 -0.30 -0.39 0.20
C 0.79388 -5.52086 1.78639 0.22 0.01 0.10
C -0.15732 -5.14923 0.80896 0.06 0.26 -0.07
C -1.42390 -5.76100 0.67545 -0.17 0.10 -0.15
C -2.28231 -5.32134 -0.29373 0.02 -0.31 0.27
C -1.87866 -4.27326 -1.13985 0.20 0.31 -0.16
N -0.71374 -3.68445 -1.04615 -0.23 -0.02 -0.11
C 0.14198 -4.08991 -0.08383 0.10 -0.17 0.16
C 4.37662 -0.54265 -2.29468 0.03 -0.04 -0.17
H 4.07591 1.78278 -4.73009 -0.05 0.03 0.00
H 1.72713 0.98604 -4.64187 -0.01 0.03 0.00
H 3.60762 -2.67240 -1.00442 -0.04 0.04 0.08
H 3.23181 -3.27718 1.10227 -0.05 0.06 0.03
H 2.71563 -5.14174 2.61900 0.00 0.01 -0.01
H 0.57117 -6.34277 2.45971 -0.01 0.04 -0.01
H -1.70841 -6.55812 1.35326 0.03 -0.02 -0.01
H -3.26186 -5.76408 -0.41331 -0.02 0.04 0.00
H -2.54028 -3.89154 -1.91033 -0.05 0.03 0.04
H 5.13446 -0.97789 -1.65203 -0.01 -0.04 -0.01
Cl -2.11685 -1.69303 1.16808 0.10 -0.24 0.03
C -3.56316 -1.41716 0.21965 -0.38 0.06 -0.21
C -4.76570 -1.74528 0.80633 0.03 0.02 0.05
C -5.97177 -1.51011 0.15626 -0.17 -0.07 0.17
C -5.93356 -0.89394 -1.10123 0.17 -0.02 -0.02
C -4.73792 -0.58165 -1.68791 -0.17 -0.02 0.25
Cl -4.76077 0.23931 -3.22876 -0.04 0.03 -0.18
C -3.41314 -0.84704 -1.12091 0.39 -0.01 -0.21
N -2.34195 -0.58391 -1.78620 -0.45 -0.04 0.16
H -4.75663 -2.18155 1.79994 -0.01 -0.02 -0.01
H -6.91203 -1.77455 0.62195 0.00 0.02 -0.01
H -6.85332 -0.65004 -1.62013 0.01 -0.01 -0.02
N -1.28466 -2.91332 4.14649 -0.57 -0.31 -0.17
N -0.65653 -1.72613 3.88304 0.28 0.46 0.27
N -0.97585 -0.61715 4.50863 -0.23 -0.09 0.05
C -0.17230 0.24993 3.90532 0.17 -0.14 0.09
N 0.58837 -0.32733 2.97363 0.33 0.22 -0.17
N 0.26917 -1.59479 2.97317 0.10 -0.32 0.11
H -1.29481 -3.09769 5.13831 0.27 -0.01 0.04
H -0.85556 -3.64292 3.59132 0.11 0.03 0.00
H -0.13883 1.29851 4.14308 -0.04 -0.03 0.01
```
Forces are in eV/Å.

Here are the Löwdin charges for atoms 1 to 6, given in e: 1.3649, -0.0590, -0.1463, -0.0694, -0.1776, 0.0740

Below is a molecular structure, C35H31BrClN3O6PS4W in a non-equilibrium geometry, with properties calculated with wB97M-V/def2-TZVPD.

E_LUMO (alpha / beta)	2.179 / 2.179	eV
energy above the lowest of the compared OMol25 structures with the same formula, charge and spin	154.9	kJ/mol
HOMO-LUMO gap (alpha / beta)	6.0 / 6.0	eV
total charge	-1
electronic energy	-7003.37304	Ha

Structure (XYZ):
```
83
Properties=species:S:1:pos:R:3:forces:R:3
W 1.02110 0.58524 1.85314 0.44 0.79 -0.64
C -2.09139 -2.48839 2.71021 -0.01 0.04 -0.01
C -0.93768 -1.55252 2.93125 0.01 0.20 -0.02
N -0.76978 -0.53751 2.13120 -0.47 -0.64 0.07
N -1.92605 -0.19226 1.39168 0.11 0.04 0.01
C -2.12780 1.07195 1.50180 -0.10 0.10 -0.01
S -1.00962 2.15809 2.23266 0.16 -0.18 0.00
S -3.64085 1.78501 0.95923 0.02 -0.03 -0.01
C -4.66877 0.30452 0.67994 0.03 0.05 0.03
C -5.37760 0.37533 -0.63910 -0.03 0.01 -0.01
C -6.69680 0.80767 -0.71435 0.00 -0.03 0.01
C -7.35434 0.87496 -1.93526 0.01 -0.01 -0.02
C -6.69483 0.50424 -3.09685 -0.01 0.01 0.01
C -5.37444 0.07649 -3.03033 0.03 0.00 -0.03
C -4.71783 0.01869 -1.81264 0.02 0.02 -0.01
C -0.09807 -1.75602 4.11171 -0.03 -0.01 -0.01
C -0.29154 -2.89000 4.91640 0.03 0.04 -0.06
C 0.30590 -3.03171 6.14833 0.01 0.03 0.00
C 1.11309 -1.99548 6.62563 0.00 -0.02 0.02
C 1.33231 -0.87161 5.86870 -0.02 0.00 -0.04
C 0.77218 -0.73097 4.57838 0.00 0.02 -0.07
O 1.07701 0.32809 3.89006 0.13 -0.16 0.63
H -2.83799 -2.39191 3.49969 0.01 0.01 0.02
H -1.70250 -3.50537 2.72146 -0.02 -0.02 0.00
H -2.55410 -2.29616 1.75020 0.01 -0.01 0.02
H -5.38132 0.21735 1.50023 0.00 -0.01 0.00
H -3.97818 -0.53561 0.71415 -0.04 -0.01 0.00
H -7.21402 1.09017 0.19554 -0.01 0.01 0.01
H -8.38179 1.21401 -1.97689 -0.01 0.01 0.00
H -7.20419 0.55040 -4.05089 -0.01 0.00 -0.01
H -4.84951 -0.21309 -3.93167 0.02 0.00 -0.01
H -3.68058 -0.29423 -1.76580 0.02 0.00 0.00
H -0.92957 -3.68435 4.55878 -0.01 -0.02 0.01
H 0.14269 -3.92362 6.73752 0.01 -0.01 0.00
H 1.57958 -2.08017 7.60053 0.00 0.00 0.00
H 1.96456 -0.06711 6.22299 -0.01 0.01 0.00
C 1.95475 3.41134 0.10355 0.03 0.03 0.16
C 1.65964 2.34338 1.07531 -0.36 -0.42 -0.02
O 1.81072 2.42037 2.32812 -0.01 0.13 -0.14
H 2.49619 4.22947 0.58138 0.00 0.01 -0.03
H 1.00157 3.76383 -0.30490 0.02 -0.05 0.04
H 2.51978 3.00484 -0.73668 0.02 0.00 0.03
O 2.55695 -3.71618 2.33567 -0.04 0.04 -0.04
Cl 1.95513 -2.82928 1.39401 -0.05 0.03 0.01
O 2.81535 -2.60262 0.27119 -0.01 -0.01 0.04
O 0.66534 -3.28838 0.98394 0.04 0.01 0.03
O 1.78453 -1.53009 2.12063 -0.10 0.07 -0.14
Br 6.21608 -0.53751 -1.00135 -0.03 0.03 0.00
C 5.33166 -0.09025 0.60635 0.04 -0.02 0.06
C 6.03862 0.01960 1.78842 -0.08 0.01 0.02
C 5.33183 0.32091 2.94515 0.02 -0.03 -0.11
C 3.96403 0.49084 2.87074 -0.05 -0.01 -0.18
N 3.29497 0.38851 1.71181 0.39 0.05 0.32
C 3.96099 0.10259 0.59435 -0.09 -0.04 0.10
H 7.10844 -0.13599 1.80481 0.01 0.00 0.00
H 5.83229 0.40806 3.89885 0.02 0.00 0.00
H 3.35982 0.70206 3.74455 -0.01 0.01 -0.05
H 3.36883 0.00591 -0.30443 -0.03 0.01 -0.05
S -1.15605 2.50929 -1.57745 -0.09 0.00 0.02
P 0.05251 1.03000 -1.96874 0.09 -0.07 -0.04
S 0.71401 -0.26447 -0.53490 -0.01 0.04 0.02
C 1.55926 1.64020 -2.83896 -0.07 0.06 -0.09
C 1.53101 2.89672 -3.43629 0.02 0.01 0.05
C 2.62617 3.36126 -4.14971 0.04 -0.01 -0.02
C 3.75917 2.57036 -4.28054 -0.01 0.02 0.00
C 3.79049 1.31224 -3.69613 0.02 -0.01 0.04
C 2.69646 0.84993 -2.97860 -0.04 -0.03 -0.05
C -0.61539 -0.07907 -3.27198 0.06 -0.04 0.06
C -1.63826 0.37271 -4.09594 0.01 0.05 -0.03
C -2.08805 -0.41511 -5.14809 -0.04 0.02 0.01
C -1.53093 -1.66419 -5.37196 0.02 -0.03 0.01
C -0.51968 -2.12737 -4.53927 -0.03 0.01 -0.04
C -0.06008 -1.33810 -3.49789 -0.02 0.01 0.05
H 0.64742 3.51084 -3.31233 -0.01 -0.01 -0.02
H 2.59444 4.34395 -4.60348 0.00 0.01 0.00
H 4.61558 2.93226 -4.83546 0.01 0.01 -0.01
H 4.67005 0.68905 -3.79221 0.02 -0.01 0.00
H 2.71666 -0.13642 -2.53241 0.03 -0.03 0.05
H -2.07446 1.34540 -3.90232 -0.01 0.00 0.00
H -2.87733 -0.04860 -5.79341 -0.01 0.00 0.00
H -1.88560 -2.28033 -6.18890 -0.01 0.00 -0.01
H -0.08874 -3.10718 -4.70056 0.01 -0.01 0.00
H 0.71655 -1.70892 -2.84154 0.01 -0.01 0.01
```
Forces are in eV/Å.

Here are the Löwdin charges for atoms 1 to 6, given in e: 1.2688, -0.0125, -0.2370, -0.1883, -0.0798, -1.1270

Below is a molecular structure, C35H31Cl3N2NaO2P in a non-equilibrium geometry, with properties calculated with wB97M-V/def2-TZVPD.

E_LUMO (alpha / beta)	3.629 / 3.236	eV
energy above the lowest of the compared OMol25 structures with the same formula, charge and spin	113.9	kJ/mol
HOMO-LUMO gap (alpha / beta)	6.9 / 4.8	eV
total charge	-2
electronic energy	-3496.51452	Ha

Structure (XYZ):
```
75
Properties=species:S:1:pos:R:3:forces:R:3
Na -0.52081 -0.16869 -0.17397 -0.19 0.25 1.27
C 0.27999 2.95560 1.39452 -0.81 -0.32 0.73
C 0.20100 2.13260 2.50129 -0.78 0.50 -0.25
C 1.48477 1.57728 2.71749 0.15 -0.15 0.15
C 2.37492 2.09272 1.73145 0.44 0.37 -0.62
C 1.64856 2.92829 0.91231 1.15 -0.29 0.05
C 2.12089 3.71767 -0.26199 0.01 -0.12 0.17
C 3.83562 1.77030 1.67150 -0.15 -0.01 0.00
C 1.82186 0.60087 3.78708 -0.02 0.05 -0.16
C -0.98649 1.83980 3.36112 0.06 -0.04 -0.11
C -0.80779 3.73748 0.74230 0.12 -0.12 0.15
H 2.12979 4.78884 -0.03582 -0.01 0.04 -0.03
H 1.44417 3.56744 -1.10256 -0.01 0.01 -0.15
H 3.12306 3.42300 -0.57047 -0.02 0.00 -0.04
H 4.32524 2.03320 2.61351 0.10 -0.02 -0.01
H 4.32742 2.31930 0.87046 0.06 -0.01 -0.04
H 4.00009 0.70402 1.49923 0.08 -0.04 -0.03
H 1.79785 1.06776 4.77534 -0.03 0.05 0.07
H 2.81025 0.17087 3.64113 0.06 -0.04 0.00
H 1.08843 -0.20525 3.79307 -0.05 -0.13 0.03
H -0.74314 1.98243 4.41824 -0.04 0.00 0.03
H -1.32328 0.81184 3.22161 -0.08 -0.06 0.01
H -1.82026 2.48882 3.10515 -0.09 -0.01 0.02
H -0.53061 4.79054 0.64836 0.01 0.08 -0.04
H -1.73259 3.65996 1.30607 -0.09 0.00 -0.04
H -1.00245 3.34791 -0.25786 -0.08 0.00 -0.07
O -0.90920 -1.84067 -3.90746 -0.33 -0.32 -0.46
C -0.15840 -1.29708 -3.11570 0.28 0.12 -0.59
O -0.28247 -1.17354 -1.86261 -0.36 -0.75 -0.61
C 1.14791 -0.61237 -3.59368 -0.37 -0.02 0.49
P 1.74941 -0.01628 -1.95160 0.94 0.25 -0.61
C 3.37579 0.56992 -2.64403 -0.04 0.13 0.29
C 3.32202 1.79414 -3.30972 -0.02 0.01 0.01
C 4.42670 2.31424 -3.95570 0.06 0.12 -0.15
C 5.62250 1.61236 -3.94020 0.18 0.11 -0.04
C 5.70193 0.41565 -3.24881 0.23 -0.01 -0.10
C 4.59225 -0.10245 -2.60140 0.03 0.00 0.05
C 2.32120 -1.53013 -1.10668 -0.10 0.16 -0.03
C 2.25243 -1.52423 0.28230 0.17 -0.02 -0.16
C 2.63352 -2.63387 1.01422 0.11 -0.08 0.16
C 3.07607 -3.77056 0.36096 0.09 -0.09 0.15
C 3.12829 -3.79297 -1.02202 0.05 -0.12 -0.15
C 2.75764 -2.67992 -1.75519 -0.01 -0.03 -0.01
H 0.93452 0.22886 -4.26243 0.00 -0.10 0.13
H 1.82630 -1.28622 -4.12473 -0.10 0.02 0.12
H 2.38151 2.33394 -3.31675 -0.03 0.08 -0.03
H 4.36590 3.26225 -4.47895 -0.04 -0.01 0.02
H 6.49132 2.00672 -4.45449 0.01 -0.01 0.02
H 6.64000 -0.12532 -3.22710 0.04 -0.04 0.03
H 4.68098 -1.04045 -2.06810 -0.05 0.02 0.00
H 1.88948 -0.64395 0.79801 -0.01 0.11 0.08
H 2.56173 -2.62435 2.09153 -0.08 -0.05 0.09
H 3.36749 -4.64181 0.92967 -0.11 -0.06 0.08
H 3.44028 -4.69341 -1.53847 0.03 0.00 0.01
H 2.80883 -2.72288 -2.83549 -0.06 0.05 -0.04
Cl -0.92775 -5.33296 0.40460 0.02 -0.05 -0.21
C -1.06755 -4.50477 1.91440 -0.72 -0.34 -0.53
Cl -2.42417 -4.98966 2.86907 -0.27 0.04 0.12
Cl 0.70110 -5.32059 3.14022 1.00 -0.44 0.64
C -0.78969 -3.14655 1.87564 0.07 0.35 0.10
N -0.45052 -2.04393 1.90977 0.07 0.62 -0.13
N -10.46007 -0.71276 0.41336 0.17 -0.02 0.02
C -9.31157 -0.60453 0.47023 -1.41 -0.16 -0.05
C -7.92458 -0.43864 0.53032 1.42 0.18 0.06
C -7.07349 -1.16968 -0.31838 -0.52 0.10 0.17
C -5.72217 -0.94644 -0.30257 0.26 0.09 0.09
C -5.15321 0.02110 0.55305 -0.54 -0.14 -0.07
C -6.01232 0.71558 1.43010 0.33 -0.02 -0.03
C -7.36403 0.49501 1.41896 -0.47 -0.22 -0.17
C -3.78304 0.30137 0.49756 0.28 0.25 0.08
C -2.59969 0.61424 0.39502 -0.06 0.27 0.13
H -7.50961 -1.90329 -0.98593 0.05 0.02 -0.01
H -5.05937 -1.49747 -0.95537 0.00 0.00 -0.02
H -5.57674 1.43736 2.10888 0.00 0.00 -0.03
H -8.02221 1.03929 2.08659 0.04 0.01 -0.02
```
Forces are in eV/Å.

Here are the Löwdin charges for atoms 1 to 6, given in e: 0.1747, -0.1887, -0.2219, -0.1733, -0.2281, -0.1945